No. 1
Formula: C53H54BIN7ORu
Source: the OMol25 dataset
Level of theory: ωB97M-V/def2-TZVPD

XYZ file:
```
118
Properties=species:S:1:pos:R:3:forces:R:3:lowdin_charge:R:1
Ru -0.7394 -0.3967 1.0527 0.920 0.425 -0.270 1.050
C -2.2268 11.8504 -4.4176 2.311 -0.381 -0.659 -0.032
O -0.9789 11.0782 -4.0985 -1.749 0.968 0.360 -0.108
C -1.1172 9.9467 -3.3418 1.039 0.566 -2.035 -0.327
C 0.0088 9.4933 -2.7191 0.630 -0.710 0.988 -0.014
C -0.0389 8.3270 -2.0012 -0.681 -0.671 0.414 -0.022
C -1.1583 7.4551 -2.0583 0.071 0.566 0.776 -0.155
C -2.2694 7.8630 -2.7760 0.306 1.070 -0.426 -0.004
C -2.1732 9.1051 -3.4187 -3.653 -0.539 0.457 -0.031
C -1.2284 6.2791 -1.2073 -0.772 0.130 -0.071 -0.284
N -2.3375 5.5836 -0.9059 1.386 0.963 -0.862 0.189
C -1.8791 4.5144 -0.2217 3.017 0.367 0.882 -0.200
C -0.4546 4.5819 -0.0242 -1.344 -0.040 0.355 -0.064
N -0.0982 5.7815 -0.6534 0.541 -2.094 1.050 0.165
C 0.3196 3.6453 0.8175 -0.239 0.973 -1.130 -0.110
C 1.5619 3.8546 1.4136 0.057 0.239 -0.257 -0.046
C 2.1035 2.7316 2.1074 0.659 0.306 0.324 -0.100
C 1.5004 1.5142 2.0801 0.674 0.129 0.732 -0.172
N 0.2743 1.3596 1.5930 -0.441 -1.393 -0.388 -0.109
C -0.3263 2.4024 1.0123 -2.790 3.015 -0.729 -0.270
C -1.7911 2.4097 0.8423 2.413 -2.102 0.610 -0.193
N -2.3452 1.2279 1.2758 -1.346 0.185 -0.393 -0.010
C -3.6754 1.1651 1.3562 0.110 -0.422 0.611 -0.115
C -4.5121 2.2993 1.0913 -2.585 -2.241 0.478 -0.080
C -3.9653 3.4383 0.6449 3.108 0.740 -0.800 -0.019
C -2.5765 3.4543 0.3732 -1.064 -0.070 0.525 -0.119
H -1.7335 12.6907 -5.0057 -1.250 -0.741 0.977 0.107
H -2.7533 12.1424 -3.4844 0.374 -0.042 -0.711 0.098
H -2.8573 11.2507 -5.1007 0.170 0.373 0.454 0.079
H 0.9458 9.9889 -2.6994 0.412 0.997 -0.094 0.113
H 0.7478 8.2266 -1.2541 0.028 -0.647 -0.392 0.112
H -3.2431 7.3557 -2.8106 0.825 -0.132 0.159 0.124
H -3.1516 9.4718 -3.7774 0.781 -0.110 -0.360 0.115
H 0.8875 6.0158 -0.7887 -0.887 0.241 -0.233 0.163
H 2.1044 4.8188 1.3758 -0.477 -0.725 0.002 0.102
H 2.9832 2.8692 2.7113 0.408 -0.126 -0.126 0.089
H 1.8944 0.5915 2.4974 0.407 0.457 0.146 0.089
H -4.0187 0.1783 1.7890 -0.121 1.321 -0.800 0.119
H -5.6542 2.2616 1.0943 1.787 -0.357 0.590 0.124
H -4.3724 4.4120 0.5570 -1.289 0.415 -0.435 0.111
I -0.2923 0.1016 -1.5938 -0.123 -0.180 -0.600 0.604
C 4.7881 -0.1364 -2.8469 1.944 1.092 -0.372 -0.067
C 3.4602 0.2869 -2.2219 -1.477 -0.554 0.664 -0.405
C 2.8764 1.6326 -2.6993 -0.042 0.036 -0.760 -0.109
C 3.6327 0.2098 -0.6856 -0.169 -1.443 1.064 -0.100
C 4.5197 1.1102 -0.1248 0.351 0.794 -0.188 -0.070
C 5.0636 0.9751 1.1429 -1.800 0.204 0.130 -0.062
C 4.7079 -0.1559 1.8586 0.771 0.534 -1.206 -0.045
C 3.8668 -1.1523 1.3758 -0.365 0.563 -0.120 -0.159
C 3.7282 -2.4220 2.1882 -0.154 0.458 0.810 -0.318
C 4.1673 -3.6682 1.4156 1.355 -0.531 0.751 -0.053
C 2.2744 -2.5084 2.7490 0.539 -0.279 -0.379 -0.039
C 3.1537 -0.8746 0.2018 1.638 1.682 -1.826 -0.109
N 2.1102 -1.7407 -0.2060 0.386 -3.320 -1.998 0.043
B 0.6638 -1.8258 0.2541 -0.458 1.121 0.373 -0.659
N 0.2794 -3.2055 -0.1755 1.395 0.157 -1.387 0.071
C 1.2488 -3.6660 -1.0439 -1.748 -0.593 0.832 -0.023
C 2.3679 -2.8936 -1.0302 1.468 3.564 0.743 0.007
C -0.8131 -3.9929 0.2389 -0.594 -2.440 -0.930 -0.083
C -2.2135 -3.5171 -0.0775 -0.763 0.840 2.089 -0.220
C -3.2891 -4.4595 0.4935 -2.937 0.890 0.649 -0.172
C -2.9981 -5.8375 0.8143 1.444 0.206 -1.024 -0.025
C -1.7248 -6.1792 0.8838 0.761 -1.623 1.537 -0.026
C -0.6092 -5.2903 0.6824 0.291 3.253 -1.437 -0.107
C 0.7519 -5.7573 1.0375 1.541 0.228 1.829 -0.400
C 0.7365 -6.1947 2.5031 0.966 0.442 0.528 -0.059
C 1.2610 -6.9554 0.2778 -0.049 0.452 -1.179 -0.050
C -2.5686 -3.0961 -1.4932 0.493 -0.467 -1.032 -0.344
C -3.9517 -2.4562 -1.6405 0.093 -0.128 0.525 -0.056
C -2.4625 -4.2589 -2.5165 -1.182 0.383 1.690 -0.027
H 5.0710 -1.2012 -2.7843 -0.519 0.285 0.077 0.069
H 5.5634 0.3964 -2.2224 -0.476 -0.588 -0.747 0.082
H 5.0362 0.2111 -3.9049 -0.958 -0.438 1.172 0.098
H 2.6248 -0.3967 -2.4304 0.434 -0.261 -0.238 0.070
H 3.6168 2.4452 -2.8696 -0.284 -0.603 0.114 0.080
H 2.1864 1.9535 -1.9098 -0.063 0.167 -0.475 0.032
H 2.3068 1.4437 -3.6713 0.724 0.479 1.291 0.095
H 4.8085 1.9869 -0.7095 -0.058 -0.271 -0.030 0.123
H 5.5169 1.8266 1.6535 0.448 -0.454 -0.355 0.115
H 5.2508 -0.2367 2.7468 0.347 -0.727 1.652 0.093
H 4.4304 -2.2423 3.0574 -0.735 -0.529 -0.833 0.146
H 3.5600 -3.9213 0.5801 -0.765 0.038 -0.523 0.020
H 4.1263 -4.5583 2.0708 0.173 0.367 -0.118 0.087
H 5.2015 -3.6025 0.9862 -0.707 0.148 0.643 0.103
H 1.5975 -2.9780 2.0069 0.266 0.205 0.659 0.056
H 1.9486 -1.4926 2.9426 -0.332 0.106 -0.035 0.058
H 2.2043 -3.0297 3.7035 0.098 -0.333 -0.123 0.087
H 1.0926 -4.5291 -1.6682 -0.063 -0.266 0.173 0.139
H 3.3565 -3.0337 -1.6007 -1.851 0.309 1.070 0.175
H -4.2527 -4.3143 -0.1144 1.465 -0.614 0.836 0.156
H -3.7271 -6.5631 0.9757 -1.360 -0.879 0.431 0.107
H -1.4485 -7.1440 1.3478 -0.329 0.304 -0.686 0.128
H 1.5432 -4.9786 1.0929 -0.891 -0.033 -0.851 0.110
H 0.4265 -7.2096 2.5193 -0.468 -1.020 0.521 0.061
H 0.0830 -5.5890 3.1375 0.225 -0.014 -0.008 0.087
H 1.7983 -6.1728 2.8589 -0.933 0.010 0.040 0.098
H 0.3961 -7.5821 0.1328 -0.081 -0.661 -0.333 0.077
H 2.0220 -7.5116 0.8073 0.179 -0.020 0.247 0.084
H 1.6745 -6.6635 -0.6974 -0.180 -0.232 0.056 0.078
H -1.8811 -2.3165 -1.8243 0.251 -0.091 0.135 0.045
H -4.7686 -2.7195 -0.9443 0.547 -0.019 -0.240 0.093
H -4.2978 -2.6280 -2.6343 -0.415 -0.212 -0.743 0.074
H -3.7633 -1.4167 -1.5808 -0.349 1.366 0.237 0.060
H -3.2820 -4.9607 -2.3240 0.013 0.026 -0.285 0.093
H -1.5747 -4.8009 -2.4163 1.608 -0.900 0.273 0.047
H -2.4949 -3.8954 -3.5111 -0.306 0.413 -0.976 0.070
N -4.2471 -5.5805 4.6561 -0.648 -0.643 0.373 0.154
C -3.7423 -4.8638 3.9197 0.623 -0.091 -0.100 -0.208
C -2.9981 -3.9345 3.1475 -0.666 -0.246 -0.355 -0.209
C -2.0163 -3.2825 3.7784 0.377 -0.417 0.734 -0.038
C -1.3496 -2.1633 3.1969 0.603 0.394 -0.657 -0.096
C -1.6317 -1.8787 1.8856 0.568 0.785 1.542 -0.320
C -2.7111 -2.4705 1.0948 1.022 -0.980 -1.319 -0.188
C -3.5307 -3.5580 1.8011 -0.910 0.978 -1.152 -0.114
H -1.6807 -3.6568 4.7480 -0.340 0.260 -0.072 0.129
H -0.5926 -1.6157 3.8323 -0.808 -0.600 -1.093 0.115
H -3.2712 -1.7100 0.5456 -0.199 0.071 0.568 0.112
H -4.5719 -3.1713 1.9109 0.400 -0.811 0.010 0.161
```
Positions in Å, forces in eV/Å.

Its LUMO energy (spin up / spin down) is 0.0077 / -0.1061 Eh. Its frontier orbital gap (spin up / spin down) is 4.686 / 4.121 eV. As for the spin multiplicity: 6. The calculation puts the maximum force at 4.2 eV/Å. The expectation value of S² is 8.82.

No. 2
Formula: C6H18Cl3GeN4Pt
Source: the OMol25 dataset
Level of theory: ωB97M-V/def2-TZVPD

XYZ file:
```
33
Properties=species:S:1:pos:R:3:forces:R:3:lowdin_charge:R:1
Pt 0.0436 -0.1274 -0.9559 0.115 0.353 -0.370 0.871
N 2.0378 -0.7086 -0.7701 -0.018 -0.140 0.146 -0.096
C 2.4073 -0.6127 0.6800 -0.038 0.071 0.016 -0.167
C 1.5209 0.4341 1.3519 -0.017 -0.073 -0.030 -0.146
N 0.0838 0.1104 1.0570 -0.091 -0.041 0.289 -0.309
C -0.8734 1.2183 1.4147 0.013 0.013 -0.106 -0.140
C -1.1476 2.1108 0.2196 -0.026 -0.037 0.017 -0.180
N -1.5487 1.2146 -0.9139 -0.118 -0.099 0.115 -0.092
C -0.3255 -1.1141 1.8467 -0.066 -0.015 -0.116 -0.143
C -1.5428 -1.8480 1.2970 0.056 0.102 -0.030 -0.235
N -1.2907 -2.3194 -0.0645 0.061 -0.117 -0.106 -0.023
H 2.5568 -0.0030 -1.2880 0.036 -0.062 -0.021 0.094
H 2.3199 -1.6054 -1.1611 -0.041 -0.032 0.078 0.122
H 2.2594 -1.5950 1.1191 0.049 -0.005 -0.004 0.115
H 3.4625 -0.3683 0.7980 -0.030 0.082 -0.006 0.141
H 1.6851 0.4593 2.4319 0.024 -0.057 -0.003 0.148
H 1.7250 1.4286 0.9537 0.013 -0.004 0.007 0.132
H -1.8100 0.7397 1.6965 0.008 0.027 0.080 0.121
H -0.5141 1.7632 2.2883 0.071 0.071 -0.073 0.150
H -1.9250 2.8382 0.4571 -0.030 -0.040 -0.013 0.141
H -0.2596 2.6521 -0.1028 -0.002 0.025 0.034 0.119
H -2.4753 0.8181 -0.7629 0.025 -0.007 0.067 0.124
H -1.6167 1.7477 -1.7799 -0.008 0.007 0.010 0.058
H 0.5114 -1.8062 1.8679 0.016 0.011 -0.001 0.115
H -0.4994 -0.7789 2.8718 -0.012 -0.065 0.019 0.147
H -1.7745 -2.6516 2.0012 -0.011 0.028 0.025 0.135
H -2.4166 -1.1943 1.2776 -0.017 -0.029 0.010 0.112
H -0.7115 -3.1531 -0.0695 -0.007 0.010 0.090 0.091
H -2.1496 -2.5877 -0.5316 -0.042 0.051 0.069 0.093
Cl 2.1394 1.0365 -5.5930 -0.131 0.051 0.089 0.208
Ge 0.9233 1.5524 -3.9459 0.083 -0.068 -0.120 -0.037
Cl -0.7517 2.7782 -4.4033 0.023 -0.031 0.058 0.182
Cl -0.0434 -0.4288 -3.2875 0.110 0.020 -0.218 0.150
```
Positions in Å, forces in eV/Å.

Its LUMO energy (spin up / spin down) is -0.2397 / -0.3401 Eh. Its frontier orbital gap (spin up / spin down) is 8.864 / 6.215 eV. As for the charge: +2. As for the spin multiplicity: 2. The calculation puts the maximum force at 0.5 eV/Å. The expectation value of S² is 0.75. The calculation puts the relative energy (zero: lowest compared OMol25 entry of this formula, charge and spin) at 6.7 kcal per mole.